Entry 1:
119
Properties=species:S:1:pos:R:3:mulliken_charge:R:1 method="wB97M-V/def2-TZVPD" largest_force_ev_per_a=0.5 charge=-2 multiplicity=1 relative_energy_ev=0.000 energy_ev=-172272.1386 lumo_energy_ev=3.8
H 1.0499 -0.1536 -5.7512 -0.376
H -1.8752 -0.8127 -7.7247 0.362
H 0.2185 4.5010 5.8725 0.240
Ca -0.8916 1.2587 -0.7157 2.069
C -0.3290 -1.7529 3.1839 -2.226
C 1.0266 -1.6181 2.4662 4.178
H 3.7273 -3.5871 -1.8242 0.293
H -1.4019 1.0804 3.2206 -0.647
H -1.4295 -2.2439 -3.0391 0.168
C -4.9896 -0.7878 -2.1072 -1.558
C 3.4500 -2.5377 0.0789 3.011
H -1.0859 4.3463 7.0722 0.315
C 1.3346 -0.1142 2.4753 -1.429
S 3.0156 1.5189 -4.2097 -0.171
H -0.2319 -1.3716 4.2058 0.580
O 0.7473 2.7401 0.0780 -0.703
C 1.8860 0.7729 -3.0729 -0.648
C 1.8881 4.6866 -0.6947 -0.038
H -2.6940 -4.0505 0.0086 0.297
C -0.1566 -3.1941 -0.7292 -0.443
H 0.4673 3.5150 7.3384 0.326
C -1.5530 0.0091 -7.0949 -0.690
N 1.9050 2.6707 -1.9297 -0.673
O -1.4599 2.1772 -2.8249 -1.033
H 1.9068 -1.7056 -5.6192 0.510
N 1.4110 1.3736 -2.0622 1.042
H -5.0994 -0.7034 0.5243 0.159
C -4.1731 -0.2336 0.2182 -0.999
H 0.5982 0.4225 1.8745 -0.009
H -1.9674 -3.8246 -3.6308 0.575
C -2.0157 -0.0661 7.9762 -0.616
C -3.9308 -0.2200 -1.1970 0.139
C 1.8196 -0.6990 -5.2072 -0.094
C 1.5464 6.9491 0.0963 -0.950
H -3.8054 1.0305 3.2039 0.278
H -2.7805 -1.8861 7.1470 0.411
C -1.2590 1.5377 6.4104 0.059
C 4.0712 -3.7290 0.8357 -1.859
H -0.6559 -2.7946 3.2243 0.417
C 3.6197 6.3740 -0.9601 -0.772
H -1.1022 -1.1805 2.6636 -0.066
H -3.4286 -0.7004 3.1367 0.002
H 0.0049 -5.5767 -2.0804 0.305
H -2.4075 -1.2249 4.7924 0.159
H -2.1843 -0.3859 8.9967 0.360
C -0.2564 3.8290 6.5844 -0.973
C -1.2244 -3.8529 -1.5818 2.860
C -3.3962 0.2826 1.2321 0.843
C -1.5180 1.0889 -4.9371 0.505
C -1.9100 1.1791 -3.4826 -0.194
C 1.2214 -3.2042 -0.9831 -0.541
H -0.4776 0.9966 -8.6742 0.356
H -5.4314 0.0051 -2.7148 0.391
C 1.9196 -2.6072 0.0923 0.023
H 2.3142 0.1307 2.0737 0.170
H 3.9437 -0.6150 -4.8625 0.351
H -3.3788 -4.0961 -1.6281 0.489
N -2.6720 0.2037 -3.0618 -0.530
O -0.1875 5.3158 0.2880 -0.289
H -0.9715 -5.7872 -0.6267 0.393
H -0.2342 -3.4742 -3.4803 0.183
H -5.7726 -1.2801 -1.5314 0.387
Se -0.1859 3.7933 3.2558 -0.423
H 3.1621 8.3253 -0.1760 0.356
C 2.8135 7.3107 -0.3305 -0.441
C 3.1518 0.0313 -5.2442 -0.778
H -1.2859 -2.4260 0.9935 0.164
H 3.5784 -1.8358 -1.9853 0.320
H -1.1884 1.8491 8.5419 0.424
H 5.1684 -3.6739 0.8242 0.459
C -0.7071 2.0877 -5.4702 -0.140
N -2.8365 0.2520 -1.6828 0.570
H 1.8118 -3.4189 3.3880 0.337
C -1.4574 1.1829 7.7326 -0.650
H -0.5496 6.0100 0.8488 0.254
C 1.4554 3.2483 -0.8366 0.279
C -0.3268 -2.5759 0.5177 -0.870
C -1.6020 0.6900 5.3506 0.596
C 1.0773 5.6484 -0.0827 0.950
O -2.2705 0.9042 1.1484 -0.610
C -0.7544 2.5911 4.4820 -0.317
H 1.6802 -3.5949 -1.8823 0.120
H 5.0773 -2.5517 -1.3504 0.494
C 3.1470 5.0813 -1.1362 -0.429
H 3.4107 0.3521 -6.2553 0.440
C -1.2128 -3.3135 -3.0175 -1.666
C -0.3380 2.0598 -6.8091 -0.689
H -5.0166 -0.1297 2.6252 0.458
H -0.3730 2.8728 -4.8036 0.386
H -4.5329 -1.4958 -2.7997 0.286
C -2.3547 -0.9155 6.9268 -0.983
N -0.7292 2.6852 5.8488 0.378
H 1.2796 0.2872 3.4959 0.228
C -1.9256 0.0394 -5.7583 -0.038
H -1.7415 -5.8791 -2.2310 0.447
C 0.9326 -2.2151 1.0584 -0.583
H 3.7653 -4.6607 0.3537 0.354
C -2.6175 -3.6250 -0.9956 -1.784
H -2.5304 -0.7459 -5.3241 0.325
H 1.9683 -1.9618 4.3950 0.405
C -3.9548 0.1128 2.6331 -1.236
H 3.8913 -1.1269 1.7091 0.259
H 3.7549 4.3298 -1.6229 0.486
N -1.2792 1.3728 4.1912 1.012
H 3.0585 -2.2232 3.0381 0.384
H 4.6103 6.6429 -1.3053 0.360
H -2.8396 -2.5598 -0.9234 0.001
H 0.2985 2.8426 -7.2057 0.376
C -0.9715 -5.3694 -1.6363 -2.038
H 3.7404 -3.7754 1.8709 0.222
H 3.5290 -0.3692 0.1587 0.082
C -0.7667 1.0245 -7.6296 -0.370
H 0.8947 7.6769 0.5702 0.307
C 2.0312 -2.3482 3.3702 -2.129
C -2.1555 -0.5555 5.5997 0.166
C 4.0175 -1.2234 0.6330 -1.663
S 1.3662 -0.8635 -3.4639 0.164
C 3.9847 -2.6330 -1.3609 -2.246
H 5.0923 -1.1616 0.4261 0.546

Entry 2:
26
Properties=species:S:1:pos:R:3:mulliken_spin:R:1 method="wB97M-V/def2-TZVPD" largest_force_ev_per_a=0.6 charge=+1 s2=2.0170 multiplicity=3 relative_energy_ev=0.478 energy_ev=-43179.6516 lumo_energy_ev="-5.2 / -5.5"
Te -2.7047 -0.7645 -3.0588 0.006
W -0.7930 -0.2696 -1.2428 1.953
H -3.5650 3.1542 0.4509 0.000
S -1.7838 2.4143 -2.5740 0.001
O -0.1292 -2.0072 -1.8184 0.007
H 2.4481 0.4377 2.7234 0.000
O 1.1826 -3.8227 -1.5453 0.018
C -3.1300 2.6992 -0.4262 0.007
H -1.9496 4.3900 -1.1956 -0.001
C 2.3951 -2.3953 0.8113 -0.003
C 1.3981 -1.9803 -0.0352 0.000
C 2.1594 -0.2622 1.9518 -0.010
N 0.8078 -0.8010 0.0893 -0.042
O 0.5105 2.2680 1.6647 0.000
H 4.1155 -2.6650 2.5779 -0.001
H -3.9775 0.6800 -0.2991 -0.002
C -2.2899 3.3689 -1.2876 -0.017
O -0.5170 1.2279 -0.0526 0.007
H 2.8492 -3.3678 0.6688 0.000
C 0.8413 -2.7427 -1.1983 0.009
O 3.7304 -1.7923 2.7202 0.009
C 0.3897 1.3149 0.9745 0.029
C 1.1769 0.0425 1.0527 0.001
C -3.3272 1.3742 -0.8145 0.008
C -2.6185 1.0160 -1.9682 -0.001
C 2.7808 -1.5172 1.8311 0.022

Entry 3:
14
Properties=species:S:1:pos:R:3:mulliken_charge:R:1 method="wB97M-V/def2-TZVPD" smiles=C[C@@H]1[C@@H](O)[C@H]1O largest_force_ev_per_a=5.3 charge=0 multiplicity=1 relative_energy_ev=3.196 energy_ev=-8370.0862 lumo_energy_ev=0.7
H -1.1255 -0.6757 2.0435 0.343
O 1.4823 -0.4422 -1.7660 -0.551
C -0.1886 -0.5788 0.1078 0.195
C -0.4837 0.8313 -0.3089 -0.263
H 0.3438 -1.5641 2.0202 0.324
H 0.3248 0.2699 1.9568 0.237
H -0.2601 1.6370 0.3153 0.436
H -1.3533 1.8419 -1.6104 0.352
C 1.0707 0.0039 -0.5639 -0.220
O -1.4291 0.9342 -1.2167 -0.507
C -0.1450 -0.6910 1.5991 -1.321
H 1.8215 0.4714 0.0952 0.330
H -0.8033 -1.3356 -0.3354 0.319
H 0.7454 -0.7021 -2.3366 0.324